Arrangement A

12
Properties=species:S:1:pos:R:3 method="wB97M-V/def2-TZVPD" multiplicity=1 total_charge=+1 homo_lumo_gap_ev=10.4 e_lumo_ev=-4.20
C 3.12 -0.17 0.01
N -2.15 0.71 0.05
N 4.22 0.21 0.02
N -1.00 0.30 0.09
N -0.62 -0.89 -0.05
O 2.02 -0.53 0.03
O -3.24 -0.04 -0.14
H -2.46 1.68 -0.10
H 4.84 0.99 0.17
H -1.11 -1.76 -0.31
H 0.32 -1.00 0.09
H -3.95 0.50 0.15

---

Arrangement B

12
Properties=species:S:1:pos:R:3 method="wB97M-V/def2-TZVPD" multiplicity=1 total_charge=+1 homo_lumo_gap_ev="10.6 / 5.6" e_lumo_ev="-3.87 / -6.64"
C -0.70 0.31 0.40
N 2.05 -2.11 -1.33
N -1.56 0.24 1.40
N 0.59 0.33 0.74
N -0.96 0.33 -0.95
O 1.44 0.33 -0.28
O 2.62 -1.33 -0.76
H -1.20 0.28 2.43
H -2.58 0.14 1.08
H -1.87 0.55 -1.23
H -0.10 0.36 -1.63
H 2.26 0.58 0.14

---

Stability verdict: arrangement A, ahead by 37.8 kcal/mol

---

Arrangement A

83
Properties=species:S:1:pos:R:3 method="wB97M-V/def2-TZVPD" multiplicity=1 total_charge=+2 homo_lumo_gap_ev=2.7 e_lumo_ev=-9.78
Zr -0.39 -2.13 2.15
C -1.28 2.68 3.22
C -1.51 1.73 2.33
C -0.77 1.52 1.05
C 0.48 0.66 1.16
C 1.56 1.14 2.07
C 1.76 2.36 2.58
C 0.99 3.62 2.31
C -0.27 3.78 3.22
C 1.57 -2.92 2.42
H -2.04 2.83 3.99
H -2.40 1.06 2.46
H -0.54 2.45 0.50
H -1.48 0.99 0.39
H 0.12 -0.42 1.52
H 0.90 0.51 0.15
H 2.20 0.30 2.35
H 2.64 2.52 3.24
H 0.71 3.79 1.26
H 1.68 4.45 2.57
H 0.10 3.92 4.25
H -0.80 4.72 2.97
H 1.68 -3.34 3.44
H 2.39 -2.18 2.33
H 1.76 -3.77 1.73
P 1.54 -1.10 -1.66
P -2.34 -0.23 -1.55
N 2.84 0.00 -2.20
N 2.04 -2.31 -2.89
N -2.39 1.36 -2.31
N -3.75 -0.78 -2.54
C 0.28 -0.28 -2.73
C -1.08 -0.99 -2.68
C 4.01 0.16 -1.44
C 4.90 0.96 -2.16
C 4.28 1.28 -3.40
C 3.03 0.67 -3.41
C 2.40 -3.61 -2.52
C 2.74 -4.32 -3.67
C 2.60 -3.44 -4.78
C 2.18 -2.21 -4.28
C -2.47 2.59 -1.64
C -2.16 3.61 -2.53
C -1.88 3.00 -3.79
C -2.02 1.63 -3.64
C -4.48 -0.25 -3.61
C -5.33 -1.23 -4.11
C -5.10 -2.42 -3.34
C -4.11 -2.13 -2.41
H 0.60 -0.24 -3.78
H 0.23 0.76 -2.39
H -1.49 -1.06 -3.70
H -0.96 -2.03 -2.32
H 4.09 -0.30 -0.47
H 5.88 1.27 -1.83
H 4.68 1.89 -4.20
H 2.26 0.69 -4.18
H 2.36 -3.90 -1.49
H 3.04 -5.36 -3.71
H 2.77 -3.66 -5.82
H 1.96 -1.30 -4.80
H -2.82 2.65 -0.61
H -2.10 4.66 -2.30
H -1.56 3.48 -4.71
H -1.94 0.84 -4.37
H -4.36 0.77 -3.94
H -6.02 -1.11 -4.93
H -5.60 -3.37 -3.46
H -3.65 -2.75 -1.67
F -1.38 1.10 5.23
C -1.47 -0.20 5.61
F -1.72 -0.19 6.93
F -2.54 -0.73 4.97
C -0.18 -0.93 5.18
O -0.27 -1.21 3.80
C 1.10 -0.09 5.49
F 1.32 0.02 6.82
F 2.20 -0.64 4.91
F 1.00 1.16 4.99
C -0.08 -2.27 5.93
F -0.08 -2.12 7.28
F -1.13 -3.08 5.59
F 1.05 -2.96 5.58

---

Arrangement B

83
Properties=species:S:1:pos:R:3 method="wB97M-V/def2-TZVPD" multiplicity=1 total_charge=+2 homo_lumo_gap_ev=3.5 e_lumo_ev=-9.44
Zr 1.30 1.09 -0.93
C 3.22 -2.79 1.74
C 2.15 -2.60 0.95
C 0.93 -1.72 1.21
C 1.46 -0.25 1.26
C 1.96 0.09 2.69
C 2.19 -0.77 3.68
C 2.00 -2.28 3.87
C 3.21 -2.98 3.22
C 1.65 3.24 -0.93
H 4.20 -2.91 1.26
H 2.31 -2.68 -0.15
H 0.37 -1.88 2.13
H 0.20 -1.89 0.40
H 2.35 -0.14 0.57
H 0.66 0.50 0.95
H 2.31 1.13 2.78
H 2.77 -0.39 4.54
H 1.08 -2.71 3.47
H 1.99 -2.48 4.95
H 4.14 -2.54 3.59
H 3.27 -4.03 3.55
H 2.68 3.50 -1.23
H 1.51 3.56 0.11
H 0.95 3.79 -1.59
P -1.30 1.78 0.00
P -1.00 -1.44 -1.97
N -1.99 1.89 1.76
N -2.72 2.92 -0.54
N -1.98 -2.55 -0.82
N -1.93 -2.19 -3.42
C -2.31 0.31 -0.33
C -2.20 -0.06 -1.81
C -1.38 2.69 2.72
C -2.19 2.78 3.85
C -3.39 2.05 3.57
C -3.24 1.52 2.29
C -2.46 4.14 -1.14
C -3.66 4.83 -1.32
C -4.71 4.01 -0.80
C -4.11 2.84 -0.34
C -1.46 -3.64 -0.11
C -2.45 -4.19 0.71
C -3.59 -3.33 0.61
C -3.31 -2.40 -0.40
C -2.90 -3.18 -3.50
C -3.54 -3.12 -4.74
C -2.94 -2.04 -5.46
C -1.97 -1.48 -4.63
H -3.37 0.44 -0.08
H -1.90 -0.45 0.36
H -3.19 -0.31 -2.24
H -1.78 0.76 -2.43
H -0.40 3.09 2.53
H -1.96 3.31 4.77
H -4.25 1.93 4.21
H -3.94 0.90 1.75
H -1.45 4.40 -1.39
H -3.78 5.80 -1.78
H -5.77 4.24 -0.75
H -4.59 1.98 0.10
H -0.42 -3.92 -0.22
H -2.37 -5.11 1.27
H -4.49 -3.35 1.21
H -3.95 -1.62 -0.78
H -3.07 -3.87 -2.69
H -4.33 -3.77 -5.09
H -3.18 -1.70 -6.46
H -1.30 -0.64 -4.79
F 5.04 -1.35 -0.53
C 5.22 -0.42 -1.50
F 6.53 -0.44 -1.80
F 4.53 -0.80 -2.60
C 4.60 0.97 -1.03
O 3.21 0.98 -1.23
C 4.96 1.31 0.44
F 6.30 1.46 0.63
F 4.33 2.44 0.86
F 4.54 0.32 1.29
C 5.36 2.08 -1.87
F 6.72 1.98 -1.85
F 4.95 1.99 -3.15
F 5.06 3.33 -1.43

---

Stability verdict: arrangement A, ahead by 18.7 kcal/mol

---

Arrangement A

11
Properties=species:S:1:pos:R:3 method="wB97M-V/def2-TZVPD" multiplicity=1 total_charge=0 homo_lumo_gap_ev=9.5 e_lumo_ev=-0.01
C -1.31 -0.27 -0.04
C -1.23 -1.62 0.05
C 0.12 0.20 -0.11
C 0.69 1.41 0.27
N -1.07 -2.65 0.56
N 2.01 1.38 0.26
N 1.06 -0.79 -0.09
S 2.50 -0.16 0.10
H -2.00 0.47 0.19
H -0.99 -0.38 -1.43
H 0.21 2.40 0.25

---

Arrangement B

11
Properties=species:S:1:pos:R:3 method="wB97M-V/def2-TZVPD" smiles="S=C1Cn2nncc21" multiplicity=1 total_charge=0 homo_lumo_gap_ev=8.3 e_lumo_ev=-1.08
S 2.79 -0.59 -0.13
C 1.31 -0.07 0.12
C 0.72 1.36 0.10
N -0.61 0.57 -0.13
N -1.93 0.54 -0.17
N -2.16 -0.78 -0.10
C -1.00 -1.51 0.08
C 0.00 -0.63 0.09
H 0.89 1.99 0.94
H 1.08 1.73 -0.89
H -1.08 -2.61 0.09

---

Stability verdict: arrangement B, ahead by 2.2 kcal/mol

---

Arrangement A

17
Properties=species:S:1:pos:R:3 method="wB97M-V/def2-TZVPD" multiplicity=1 total_charge=+2 homo_lumo_gap_ev=9.5 e_lumo_ev=-9.77
C 0.01 -1.33 0.00
C -0.24 0.27 -1.40
C -0.38 -2.15 -2.32
N 0.08 -0.22 0.69
N -0.15 -1.15 -1.29
N -0.22 0.75 -0.10
N -1.54 1.49 3.77
H 0.23 -2.24 0.59
H 0.47 0.71 -2.00
H -1.26 0.36 -1.99
H -1.02 -2.92 -1.91
H -0.93 -1.74 -3.26
H 0.59 -2.53 -2.71
H -2.55 2.01 3.80
H -1.53 0.77 4.49
H -0.86 2.19 3.31
H -1.53 0.95 2.87

---

Arrangement B

17
Properties=species:S:1:pos:R:3 method="wB97M-V/def2-TZVPD" multiplicity=1 total_charge=+2 homo_lumo_gap_ev="8.7 / 8.7" e_lumo_ev="-10.03 / -10.13"
C -1.29 0.02 0.05
C -0.76 1.31 0.54
C 0.87 -1.08 0.46
N -0.44 -1.07 0.04
N 1.83 -0.28 -0.49
N -2.47 -0.24 -0.38
N 1.81 0.98 -0.24
H -0.89 2.20 0.01
H -0.15 1.16 1.36
H 0.96 -0.49 1.38
H 1.23 -2.12 0.46
H -0.83 -1.79 -0.72
H 2.06 -0.59 -1.35
H -3.25 0.40 -0.36
H -2.66 -1.21 -0.57
H 2.12 1.69 -0.96
H 1.85 1.14 0.76

---

Arrangement C

17
Properties=species:S:1:pos:R:3 method="wB97M-V/def2-TZVPD" smiles="NC(=[NH2+])[C@H](N)C=[NH2+]" multiplicity=1 total_charge=+2 homo_lumo_gap_ev=10.9 e_lumo_ev=-8.52
N -0.44 1.87 -0.09
C -0.46 0.81 0.69
N -1.33 0.71 1.66
C 0.45 -0.32 0.40
N 1.68 -0.04 -0.30
C -0.09 -0.82 -0.89
N -0.09 -2.07 -1.21
H 0.22 1.99 -0.85
H -1.09 2.64 0.05
H -1.35 -0.06 2.32
H -2.01 1.44 1.84
H 0.53 -1.04 1.23
H 2.02 0.92 -0.33
H 2.44 -0.69 -0.15
H -0.35 -0.11 -1.65
H 0.11 -2.81 -0.54
H -0.23 -2.39 -2.17

---

Stability verdict: arrangement C, ahead by 67.7 kcal/mol